1.
136
Properties=species:S:1:pos:R:3:forces:R:3 method="wB97M-V/def2-TZVPD" e_lumo_ev=-2.317 homo_lumo_gap_ev=7.5 total_charge=+1 e_homo_ev=-9.790
H -2.495159 -3.031660 0.221947 -0.5 0.2 0.0
H -2.591778 4.862816 -1.652069 0.0 -0.3 0.7
H -4.280671 1.321652 5.322394 -1.2 0.5 0.2
H -1.276768 -0.605752 -3.084377 -0.1 0.3 -0.6
C 2.320011 -7.789944 1.652691 0.3 -0.2 0.5
H 5.243624 3.160438 -5.226873 0.0 -0.1 -0.2
C 3.232793 3.230610 -2.831589 0.0 0.1 0.4
C -6.574034 -2.922266 0.784075 0.4 0.4 1.2
H 6.497993 -7.870405 1.844279 -0.1 0.1 0.0
H -6.175596 -0.792316 1.033185 0.2 -0.4 0.4
H -0.446055 0.201273 -4.506170 -0.4 -0.1 0.5
H -3.521605 0.140698 0.761553 0.1 -0.3 0.5
O -2.894721 3.293083 5.903241 -0.4 -0.4 2.3
H -3.802267 -0.751560 -5.099303 -0.2 0.7 0.2
C -2.529571 2.006105 2.668734 -1.4 -0.1 1.1
H 1.620738 -7.918972 0.820883 0.1 0.1 -0.1
C -2.376025 2.101241 -4.144325 0.0 0.0 0.1
C -3.792178 4.338097 0.119477 0.3 0.7 -0.7
H -0.108762 3.509514 1.519081 -0.5 -0.8 0.0
N 0.608561 -2.855415 1.835874 -0.7 0.3 0.2
H -1.569438 1.612560 4.661024 -0.1 0.4 -0.6
H -1.457960 -1.237223 0.673579 0.3 0.7 0.4
H 1.046897 -0.046636 1.589951 -0.7 0.0 0.1
C 0.596664 0.952477 1.542489 1.7 0.0 -0.9
C 3.313330 6.405142 -5.277009 -0.1 -0.2 0.0
H -0.729014 -4.694523 3.305884 -0.3 0.5 -0.1
H 5.033950 5.022763 -3.604864 0.0 0.1 0.0
H -4.672999 4.704272 -0.449517 0.5 -0.3 0.4
H -2.473175 1.959399 0.673838 0.2 0.0 0.3
H -4.378542 -0.337578 -3.486340 0.0 0.3 -0.6
H -3.050963 4.082105 -3.555619 -0.1 -0.5 0.4
H -4.070105 2.417716 -1.361836 0.6 0.0 -0.1
H -3.005834 0.271120 3.849445 -0.1 -0.2 -0.8
C -0.500740 -2.696665 2.428865 -0.3 0.4 1.0
C -4.871792 1.039965 3.149633 0.2 -2.0 1.5
F 0.850511 1.493477 2.815350 -0.9 -0.1 -0.4
H 2.423053 -5.460007 0.221897 -0.2 -0.1 -0.2
C 5.623901 -8.034754 -0.167493 -0.1 0.2 -0.1
C 1.540115 1.652153 0.464195 0.5 0.2 0.8
H 5.857020 -7.616028 -1.149253 0.1 0.0 0.0
H -0.645206 3.231616 -1.027841 -0.2 0.2 0.6
H -4.983725 2.053672 3.577833 -0.1 -0.4 -0.5
H -7.618313 -3.037318 1.132794 0.5 0.1 -0.6
O 2.412518 -6.427505 2.064091 -0.3 -0.1 -0.4
C 3.694422 -8.342438 1.313979 -0.1 0.3 -0.2
H 6.546486 4.277342 -1.975317 0.0 -0.1 0.1
C 1.832874 -5.515322 1.144089 0.5 0.0 0.3
N 5.934721 4.670238 -3.902802 0.0 -0.2 -0.1
H 1.924025 -8.348605 2.506275 0.0 0.0 0.0
C -2.652118 4.048382 -0.901606 -0.5 -1.3 -0.5
H -3.501976 5.155776 0.807335 -0.3 -0.6 0.0
C -5.943967 -1.721072 1.603748 -0.5 0.3 -1.4
C -3.079601 2.760663 -1.738982 -0.3 0.5 0.1
H 4.096678 -6.745187 0.132267 0.0 0.0 0.0
O 3.680253 5.142132 -5.802971 0.1 0.3 0.1
H 6.795432 3.912092 -5.651567 0.0 0.0 0.0
H 4.911588 -5.142560 1.095652 -0.2 0.0 0.2
H 5.533957 6.042244 -6.194244 -0.1 0.0 0.2
C 6.404009 3.714457 -2.900890 -0.2 0.3 0.0
H 1.021474 -1.937160 1.719216 0.4 0.1 -0.3
C 2.474035 2.716860 1.123591 0.0 0.3 -0.3
H 5.089010 4.648957 -7.181053 0.0 0.0 0.0
C -1.776730 2.443340 3.955831 -0.2 0.7 0.1
H 2.284260 2.967512 -2.355336 0.0 -0.1 0.0
C -5.027961 0.609343 5.831212 0.6 1.0 -1.8
P -4.094375 -1.971872 1.859911 0.1 -1.5 0.8
C 5.799263 4.106169 -5.243638 -0.1 0.3 0.2
H -5.278239 -1.040353 4.147907 -0.1 1.0 0.4
H 0.961854 2.035441 -0.391877 0.2 0.1 0.4
H -3.323304 2.769740 2.513148 0.8 -0.2 -0.2
H -1.567561 2.492343 -4.795041 0.3 0.0 1.5
C 5.806820 -5.407247 1.664488 0.2 0.2 -0.2
H 7.629091 -7.845704 0.511900 0.0 0.0 0.0
H -4.015686 -2.360596 -0.567171 0.6 -0.4 0.3
H -1.655901 -1.090561 -4.783532 0.5 0.2 0.6
N 4.211140 -7.749660 0.083321 0.1 -0.1 0.2
C -3.588691 -2.911196 0.304051 -0.6 0.8 -0.4
H -1.853199 -1.470204 3.524392 0.4 0.5 -0.5
H -6.043808 -3.839528 1.102380 -0.4 0.2 -0.5
H 7.391981 3.348721 -3.198566 -0.1 -0.1 0.0
C 5.057912 5.057886 -6.167284 0.0 -0.5 -0.2
H 6.259991 -4.474561 2.005435 0.1 -0.1 0.0
H -5.466715 1.447988 6.411422 0.5 -1.4 1.6
C -1.024448 -1.251160 2.813535 -0.6 -1.5 0.1
H -0.821050 2.978546 3.797100 -0.5 -0.3 -0.2
C -1.360591 -3.924386 2.829656 0.4 0.6 -0.8
C -1.219110 3.852804 -0.307704 -0.1 0.5 -0.4
H -6.509751 -2.741284 -0.300927 -0.1 -0.3 0.5
H 5.535498 -5.999797 2.541297 -0.1 -0.1 -0.1
H 3.599356 7.214183 -5.954338 0.0 0.0 0.1
C -3.964985 0.112948 -4.420806 0.6 -0.2 1.3
C -3.362825 0.667084 2.873029 -0.3 0.3 0.2
H 3.224498 4.311664 -2.988735 -0.1 0.0 -0.2
C -1.389807 -0.233806 -4.124607 -0.9 0.2 -1.8
H 3.293630 2.710128 -3.789740 0.1 0.1 0.0
H -5.528239 0.841211 2.284568 0.3 0.4 0.3
O 6.746219 -6.068550 0.834641 -0.2 -0.2 0.2
C -5.370135 0.060189 4.319847 -1.6 0.4 1.4
H 5.754430 -9.118843 -0.251676 0.0 0.0 0.1
Cl -3.283051 4.956284 4.004022 0.4 -0.5 -0.4
H -2.222085 -3.621369 3.452515 0.5 -0.4 -0.3
C -1.141319 3.370926 1.157584 0.2 1.9 -0.4
C -1.581129 -0.536518 1.523894 -1.1 -0.4 1.1
H -2.348723 1.930474 -1.597563 -0.4 0.4 -0.1
H -0.274403 -0.692517 3.403775 -0.1 -0.2 -0.6
H -1.741712 4.092493 1.754527 0.3 -0.6 -0.3
H 0.800042 -5.793663 0.908875 0.0 0.0 -0.1
C 6.646558 -7.485280 0.829461 0.3 -0.1 -0.3
H -4.129618 3.415645 0.637673 0.3 0.6 0.0
C -2.573508 0.763000 -4.211823 0.0 -0.6 0.0
H 2.228801 6.417420 -5.162362 0.0 -0.1 -0.1
H -0.844556 0.768495 0.027094 0.1 0.3 0.7
H 3.009499 3.307747 0.353373 -0.3 -0.5 0.3
H 1.932901 3.440343 1.762161 0.2 -0.4 -0.3
H 3.258474 2.241515 1.746681 -0.6 0.2 -0.3
H -4.307943 2.830366 -3.576621 0.5 0.3 0.5
H 3.625235 -9.426962 1.186275 0.0 0.0 0.0
H 3.762817 6.571003 -4.292448 0.1 0.2 0.0
C -2.645964 3.435946 4.786639 0.7 0.0 -1.9
H -4.039121 -3.918492 0.270185 0.2 0.5 0.3
N -1.745274 2.020767 1.404034 -0.3 0.2 -0.2
H 5.322331 1.883311 -3.461030 -0.1 0.1 -0.1
H 2.235851 0.886620 0.055044 -0.7 0.3 0.1
H 6.041378 1.892322 -1.868435 0.0 0.0 0.0
C -3.160372 -0.363512 1.705467 0.6 1.9 -1.0
C -0.887370 0.834283 1.141041 0.5 -1.5 -1.1
H 1.827863 -4.528919 1.603648 0.0 -0.4 -0.1
O -6.429292 0.562706 5.084567 2.0 0.1 -3.0
C 5.504165 2.517560 -2.587034 0.4 -0.1 0.3
H -6.509552 -1.662618 2.549494 0.7 0.1 -0.2
H -1.724090 -4.353099 1.871388 0.0 0.1 0.7
H -0.717637 4.847316 -0.331422 -0.2 -0.6 0.3
H -4.671256 0.838730 -4.859664 0.3 -0.5 0.3
H 4.353543 -8.137467 2.166205 -0.1 -0.1 0.2
C -3.253906 3.029329 -3.267682 -0.4 -0.4 -2.0
O 4.279597 2.863646 -1.948153 -0.1 -0.1 -0.3

2.
43
Properties=species:S:1:pos:R:3:forces:R:3 method="wB97M-V/def2-TZVPD" e_lumo_ev="3.892 / 3.892" homo_lumo_gap_ev="5.7 / 5.6" total_charge=-2 e_homo_ev="-1.821 / -1.725"
H -6.993860 -0.704930 -0.355987 0.0 0.0 0.0
H -0.312175 -2.788445 3.213700 0.0 0.0 0.0
N -0.711086 -1.084009 1.313610 -0.1 0.5 -1.0
Cl 0.996113 6.091965 -1.079921 0.2 -0.1 0.0
C -6.340750 1.340025 -0.458119 0.1 0.0 0.0
Cl 5.809571 2.123901 -0.780959 -0.1 0.1 0.0
H -3.178362 2.324859 -1.196310 0.0 0.0 0.0
H -5.384422 3.260838 -0.609306 0.0 0.0 0.0
Cl 2.888177 1.051037 -0.965624 0.1 0.0 0.0
H -7.309006 1.749944 -0.192950 0.0 0.0 0.0
O 2.161648 -3.837659 -2.179670 0.0 0.1 -0.2
C -4.919807 -0.562674 -0.888643 -0.1 0.2 0.0
C 0.192452 -2.215941 1.248085 0.0 -0.2 0.1
O -1.844565 -1.189383 0.746522 0.4 -0.3 1.0
H 2.544661 -5.283190 1.203646 0.0 0.0 0.0
O -0.156709 0.065509 1.423841 -0.1 -0.2 0.4
C -3.830959 0.278299 -1.139199 0.0 0.1 0.1
O 3.622169 -4.682290 -0.845428 0.0 0.0 0.0
C 4.480224 3.240898 -0.861851 0.0 -0.1 0.0
O 0.845881 3.196392 -1.100484 0.3 0.0 0.1
C -6.163187 -0.035849 -0.551539 0.1 0.0 0.0
O 0.926942 -1.638890 -0.923523 0.1 0.0 -0.1
C 2.037343 3.606860 -1.014132 -0.2 0.0 0.0
Ag 0.041331 1.073822 -0.668407 -0.4 0.0 -0.3
C 1.777330 -3.635794 0.092842 0.4 -0.2 -0.5
C -5.261779 2.186819 -0.693347 0.1 -0.2 0.0
O 0.556457 -4.692408 4.475198 -0.1 0.0 0.1
N 1.232624 -4.978255 3.494520 0.0 0.5 -0.5
C -4.017629 1.660820 -1.027218 -0.2 -0.1 0.1
O 1.983383 -5.945903 3.465896 0.0 -0.1 0.0
Cl 6.369655 5.216096 -0.754486 -0.2 -0.1 0.0
C 3.648148 5.483597 -0.916724 -0.1 0.1 0.0
N 2.581221 -4.069692 -1.069661 -0.3 0.2 0.6
C 2.349278 5.005548 -0.994782 0.0 0.1 0.0
C 0.963523 -2.431943 0.020041 -0.1 0.1 0.1
C 3.187424 2.753235 -0.941421 0.0 0.0 0.0
C 4.737170 4.613491 -0.847549 0.0 0.0 0.0
Cl 3.937754 7.201974 -0.901365 0.0 -0.2 0.0
H -4.789306 -1.637098 -0.953398 0.0 0.0 0.0
C 1.885745 -4.428549 1.208275 0.1 0.0 -0.1
Te -1.967978 -0.548366 -1.658600 0.2 0.1 -0.5
C 0.281657 -3.010160 2.337748 0.0 -0.1 0.1
C 1.143694 -4.124488 2.326672 -0.1 -0.3 0.7

3.
56
Properties=species:S:1:pos:R:3:forces:R:3 method="wB97M-V/def2-TZVPD" e_lumo_ev="2.610 / 2.607" spin_multiplicity=2 homo_lumo_gap_ev="5.5 / 6.1" total_charge=-1 e_homo_ev="-2.936 / -3.468"
C -1.325908 4.240187 -3.966890 0.0 0.0 0.0
C -2.175760 -2.258985 1.193425 0.1 0.0 -0.2
H -1.142364 -0.551545 3.893873 0.0 0.1 -0.1
H 1.509544 -3.743115 1.596238 0.0 -0.1 0.0
H 0.659150 -1.510477 4.281867 0.0 0.0 0.0
H -5.049389 0.456671 0.213709 0.0 0.0 0.0
C -3.654589 -0.379535 1.623535 0.0 -0.1 0.0
H -3.105868 0.778125 3.342529 0.0 0.0 0.0
C -1.293797 0.616892 -4.747532 0.0 0.0 0.0
H -4.695614 1.498480 1.592402 0.0 0.0 0.0
C 5.794679 -0.611676 1.489125 0.0 0.0 0.0
H 0.589019 -2.673143 0.550870 0.1 0.0 0.0
H -1.338292 5.192924 -4.482163 0.0 0.0 0.0
H 6.393014 1.858528 -0.732253 0.0 0.0 0.0
C 6.526954 0.304788 0.743582 -0.1 0.0 0.0
C 4.419229 -0.696606 1.356571 -0.1 0.0 0.0
C -1.318027 3.014529 -1.907130 -0.1 -0.3 0.1
C -1.362182 -1.934064 2.281626 0.1 0.0 0.0
H 3.946308 1.700575 -0.967912 0.0 0.0 0.0
C 0.503004 -3.388385 1.371891 0.0 0.0 0.0
C -0.092709 -2.709756 2.609309 0.0 0.0 0.0
H 7.602579 0.371776 0.848619 0.0 0.0 0.0
H 1.892735 -2.381234 3.380789 0.0 0.0 0.0
C 4.470063 1.051912 -0.277300 -0.1 0.0 0.0
H -5.747163 0.093749 1.793793 0.0 0.0 0.0
C -1.749677 -0.841629 3.051022 0.0 0.0 0.1
C 3.712117 0.131833 0.467772 0.1 0.0 0.1
Ti -1.088993 0.314419 0.387425 3.2 0.8 2.0
C -1.289878 -0.584765 -4.103530 0.0 0.0 0.0
H -1.312726 3.070509 -5.747628 0.0 0.0 0.0
H -1.294060 -1.507424 -4.674785 0.0 0.0 0.0
C -2.864972 -0.083172 2.731939 -0.1 0.0 0.1
H -3.896659 -1.766476 0.000509 0.1 0.0 0.0
C 1.082314 0.020858 0.215872 -0.2 -0.9 -0.9
H 3.857371 -1.412246 1.944471 0.0 0.0 0.0
O -0.214943 1.187948 1.619256 -2.2 -0.8 0.2
C 0.960684 -1.821876 3.280483 0.0 0.0 0.0
C -1.311003 3.069103 -4.662838 0.0 0.0 0.0
Br -1.313487 2.986875 0.002766 -0.2 0.5 -0.9
H 1.150267 -0.930143 2.677710 0.0 0.0 0.0
C -1.281369 1.744872 -2.572607 0.0 0.0 0.0
C -1.242419 0.478113 -1.873335 -0.8 0.6 -0.1
H -1.364298 5.135271 -1.990864 0.0 0.0 0.0
C -3.296144 -1.497823 0.861811 0.0 0.2 0.0
C -1.294085 1.817528 -3.993563 0.0 0.0 -0.1
C 5.844623 1.134498 -0.139633 0.0 0.0 0.0
C -1.338135 4.213062 -2.555495 0.0 0.0 0.0
H -0.086458 -4.246575 1.041523 0.0 0.0 0.0
C 2.302628 0.041351 0.327099 0.2 -0.1 -0.1
H -0.383516 -3.493226 3.322219 0.0 0.0 0.0
H 6.301984 -1.269325 2.186773 0.0 0.0 0.0
C -4.853304 0.464734 1.286018 0.0 0.0 -0.1
H -1.915647 -3.119616 0.591324 -0.1 0.1 -0.1
C -1.272875 -0.632493 -2.691940 0.1 -0.2 0.1
H -1.301475 0.680585 -5.830276 0.0 0.0 0.0
H -1.250505 -1.625388 -2.242072 0.0 0.0 0.0

4.
31
Properties=species:S:1:pos:R:3:forces:R:3 method="wB97M-V/def2-TZVPD" e_lumo_ev="-2.828 / -2.828" homo_lumo_gap_ev="5.5 / 5.5" total_charge=0 e_homo_ev="-8.329 / -8.329"
C 0.154078 -2.593133 2.780109 -1.1 0.7 0.6
H 3.347562 2.934225 2.509968 0.0 -0.1 0.1
C -1.874277 -1.817557 -4.465112 0.0 0.0 0.0
S 1.367843 -1.395981 2.452819 -1.6 1.5 0.1
C -2.665754 -0.880190 -3.817498 -0.1 0.0 -0.1
C -1.097015 -0.832341 -1.996086 -0.1 -0.2 -0.4
C -0.722679 -0.339198 -0.734500 0.3 0.4 0.7
C -1.127982 -2.328094 3.220783 1.6 0.2 -0.3
S 1.124966 5.053353 0.624117 0.3 -0.4 0.1
N 0.917182 -5.016172 2.514634 0.2 -0.4 -0.1
S -1.778113 -0.748143 3.485449 1.8 1.6 -1.4
C 2.879964 3.647715 1.854357 -0.4 -0.2 0.2
H 3.052853 6.063086 -0.449770 0.1 0.2 -0.1
Te -0.003888 2.926351 2.896655 -0.2 -0.2 0.6
H -0.090984 -3.002906 -4.390185 0.0 0.0 0.0
H -2.169159 -2.189587 -5.433546 -0.1 -0.1 -0.1
C -2.015246 -3.371140 3.552938 -0.2 -0.4 0.1
H -3.581981 -0.535259 -4.274125 0.0 0.0 0.0
H 4.666417 4.519840 0.930919 0.2 0.0 -0.1
C -0.699624 -2.269460 -3.881264 0.0 -0.1 -0.1
C 2.779277 5.318808 0.271331 -0.2 0.0 0.1
C 3.593809 4.506004 0.998342 0.1 0.3 -0.3
C 1.526771 3.816972 1.763585 -0.3 -0.1 -0.2
C -0.305811 -1.782978 -2.651673 0.0 0.1 0.0
H -2.884904 0.348868 -2.075156 -0.1 0.0 0.1
C -0.430046 0.114070 0.365722 -0.2 0.4 0.9
C -2.283224 -0.384241 -2.589418 0.1 0.0 0.1
H 0.609499 -2.122391 -2.191129 0.0 0.0 0.1
C 0.573048 -3.928133 2.627575 0.1 -0.5 0.1
Os -0.090083 0.466657 2.248786 0.0 -2.4 -0.8
N -2.772501 -4.179044 3.851372 -0.3 -0.3 0.1

5.
11
Properties=species:S:1:pos:R:3:forces:R:3 method="wB97M-V/def2-TZVPD" e_lumo_ev=-0.911 homo_lumo_gap_ev=7.2 total_charge=0 e_homo_ev=-8.103
H -1.537608 -1.149100 -1.042352 -0.7 -0.8 0.4
H 0.894644 0.948102 3.060641 -0.4 -0.7 -0.2
C 0.662235 0.719114 2.023415 0.6 0.4 1.6
C 1.401669 1.182300 0.930865 -1.8 -1.6 0.0
C 0.039478 0.116092 -1.190701 1.5 1.6 -3.2
C -0.120996 -0.169184 1.219098 2.1 0.6 -0.9
H 0.699799 0.831279 -1.785229 -0.8 -1.6 0.1
H -0.958152 -0.983058 -2.757381 0.2 0.2 -0.6
C -0.836713 -0.748794 -1.727682 0.7 0.9 1.2
N 0.200112 0.532728 0.079066 -1.9 -1.1 1.1
H -0.444468 -1.279480 1.190260 0.5 1.9 0.4

6.
23
Properties=species:S:1:pos:R:3:forces:R:3 method="wB97M-V/def2-TZVPD" e_lumo_ev=-3.334 homo_lumo_gap_ev=11.6 total_charge=+1 e_homo_ev=-14.889
O -1.316677 -1.087003 3.261845 -0.3 0.0 0.6
H -1.119769 1.281009 1.473190 0.3 0.6 0.6
H -1.249619 -1.939003 3.720057 0.2 -0.1 -0.5
H -1.503919 -0.077733 0.765960 0.3 -0.1 -0.2
C 1.394564 -0.831824 0.874750 0.7 1.2 -0.6
H 1.772596 -1.307844 -1.190118 0.3 -0.1 0.1
H -2.365560 1.230576 0.422285 0.0 0.4 -0.3
H -0.952304 1.884291 -1.224059 0.0 0.1 -0.1
H 0.901534 -0.047895 1.458035 -0.6 -0.4 0.1
H -1.737240 -0.573806 3.968495 0.1 0.2 -0.3
C 0.099672 -0.057576 -1.216281 0.7 0.7 0.0
N -1.405546 0.928724 0.579332 -0.6 -1.1 0.1
H 0.988216 -1.831149 0.947865 -0.4 0.0 0.5
H -0.594143 -0.890569 -1.077276 -0.2 0.1 -0.1
H -0.652896 0.654000 -3.113911 0.0 -0.1 0.0
C 0.280775 0.245775 -2.707809 -1.2 0.0 0.1
C 1.472566 -0.442496 -0.598349 -1.0 -0.5 -0.9
H 0.418068 1.725265 -0.080341 -0.1 0.4 0.0
H 1.015733 1.032092 -2.879139 0.4 -0.4 0.0
H 2.155289 0.352858 -0.903439 0.2 0.1 0.6
H 2.374913 -0.796809 1.318294 0.6 -0.5 0.1
H 0.451279 -0.677560 -3.254032 0.5 0.1 -0.1
C -0.427531 1.226677 -0.545353 0.0 -0.6 0.3

We obtain electronic energy values of -86603.13316, -113528.81872, -124645.65338, -61963.81373, -6749.67846, -8975.72218 eV for the records listed above, in that order.
We obtain energy above the lowest of the compared OMol25 structures with the same formula, charge and spin values of 297.6, 81.6, 218.8, 137.9, 601.0, 76.5 kJ/mol for the records listed above, in that order.